Entry 1:
{
  "formula": "C22H27ClN2O4",
  "method": "wB97M-V/def2-TZVPD",
  "symbols": ["Cl", "O", "O", "O", "O", "N", "N", "C", "C", "C", "C", "C", "C", "C", "C", "C", "C", "C", "C", "C", "C", "C", "C", "C", "C", "C", "C", "C", "C", "H", "H", "H", "H", "H", "H", "H", "H", "H", "H", "H", "H", "H", "H", "H", "H", "H", "H", "H", "H", "H", "H", "H", "H", "H", "H", "H"],
  "positions_angstrom": [[1.50015, 2.38040, 6.05540], [1.91288, 0.65177, -2.32543], [-1.68066, -0.00768, -5.51487], [0.39242, -0.49686, 1.73447], [-4.04388, -1.26177, -4.45669], [1.76906, 1.09861, 0.97426], [0.30642, -0.43331, -1.09991], [-3.18252, -2.75281, -6.19831], [-0.74781, -0.61267, -2.00216], [1.84483, -2.04358, 5.36912], [0.75574, 0.05426, 4.86411], [2.56643, -0.04609, 6.47507], [0.84388, 0.63699, 1.84136], [-0.66331, -0.22303, -3.33369], [-0.70778, 0.80713, -7.51151], [2.68162, -1.40957, 6.27107], [-2.90050, -1.03153, -3.74339], [-1.72478, -0.40971, -4.20919], [2.21393, 2.47104, 0.90241], [1.61318, 0.66982, 5.77119], [-3.99616, -1.51113, -5.85027], [2.33328, 0.17798, 0.00072], [0.89305, -1.31577, 4.67791], [-2.96535, -1.40756, -2.40518], [0.39649, 1.59258, 2.92773], [-0.26347, 0.83828, 4.08893], [-1.91557, -1.20225, -1.53486], [-0.48190, 0.53730, -6.03155], [1.50213, 0.15992, -1.29345], [0.12052, -0.75997, -0.15122], [3.21105, 0.46317, 7.17484], [-0.32635, 2.28777, 2.49120], [-1.53117, 1.50450, -7.64114], [3.35278, 0.48718, -0.23386], [1.39660, 3.15734, 1.11692], [-0.95259, -0.11808, -8.02685], [1.24638, 2.16657, 3.29616], [1.93230, -3.10685, 5.20470], [-5.04603, -1.66222, -6.11870], [-3.54744, -3.60994, -5.63666], [-1.01418, 0.15854, 3.68549], [-3.87888, -1.86893, -2.06514], [0.24537, 0.24469, -3.66847], [-1.99447, -1.50268, -0.50114], [-0.75187, 1.55984, 4.74606], [-3.61197, -0.64185, -6.39120], [-0.23396, 1.47050, -5.50891], [0.34608, -0.17131, -5.89634], [2.56424, 2.66868, -0.10925], [3.42452, -1.97067, 6.81727], [0.19082, 1.23204, -7.94924], [3.03302, 2.66166, 1.60259], [-3.27020, -2.96163, -7.26108], [0.24828, -1.80592, 3.96516], [-2.13392, -2.59946, -5.95617], [2.34415, -0.82269, 0.44155]],
  "atomic_forces_ev_per_a": [[0.0, 0.2, 0.1], [0.1, 0.1, -0.3], [-0.3, -0.1, 0.2], [-0.2, -0.4, 0.2], [0.1, 0.3, 0.2], [0.1, -0.2, -0.2], [-0.3, -0.3, 0.3], [-0.2, 0.3, 0.2], [-0.3, 0.0, -0.4], [0.0, -0.1, 0.0], [-0.1, 0.1, 0.1], [0.0, 0.0, 0.0], [0.1, 0.4, 0.0], [0.2, 0.1, -0.1], [-0.1, -0.1, 0.4], [0.0, 0.0, 0.0], [0.1, 0.0, 0.1], [-0.3, -0.2, 0.1], [0.1, 0.3, 0.2], [0.0, -0.2, 0.0], [0.0, -0.2, -0.6], [0.0, -0.2, -0.1], [0.0, -0.1, 0.0], [0.1, 0.1, -0.3], [-0.2, -0.2, 0.2], [0.1, 0.1, -0.2], [0.2, 0.1, -0.1], [0.3, 0.2, -0.2], [0.4, -0.1, 0.5], [0.2, 0.1, -0.1], [0.0, 0.1, 0.0], [0.1, 0.1, 0.0], [-0.1, 0.1, -0.1], [-0.1, 0.0, 0.0], [0.1, 0.0, 0.0], [0.0, -0.1, -0.1], [0.0, 0.1, -0.1], [0.0, -0.1, 0.0], [0.1, 0.0, 0.0], [0.0, -0.1, 0.0], [0.0, 0.1, 0.1], [-0.1, -0.1, 0.0], [0.0, 0.0, 0.0], [0.0, 0.0, 0.1], [0.0, 0.0, -0.1], [-0.2, -0.1, 0.1], [0.0, -0.1, 0.0], [-0.1, 0.1, 0.1], [0.0, 0.0, 0.0], [0.1, 0.0, 0.0], [0.1, 0.0, -0.1], [0.0, 0.1, 0.0], [0.0, 0.0, -0.1], [-0.1, 0.0, -0.1], [0.1, 0.0, 0.0], [0.1, 0.1, -0.1]],
  "nbo_charge": [-0.0133, -0.6213, -0.5329, -0.6805, -0.5034, -0.4204, -0.6133, -0.6394, 0.1460, -0.2300, -0.0740, -0.2310, 0.7056, -0.3423, -0.6181, -0.2036, 0.2206, 0.3226, -0.4137, -0.0276, -0.0604, -0.3070, -0.1270, -0.2242, -0.4956, -0.4190, -0.2494, -0.0628, 0.6668, 0.4388, 0.2261, 0.2372, 0.2126, 0.2235, 0.2117, 0.2109, 0.2311, 0.2158, 0.1820, 0.2102, 0.2356, 0.2253, 0.2595, 0.2133, 0.2291, 0.1889, 0.1773, 0.1768, 0.2266, 0.2172, 0.2149, 0.2001, 0.2125, 0.2223, 0.2113, 0.2380],
  "total_charge": 0,
  "homo_ev": -7.562,
  "fmax_ev_per_a": 0.6,
  "relative_energy_kcal_mol": 0.0
}

Entry 2:
{
  "formula": "C19H23N3O5",
  "method": "wB97M-V/def2-TZVPD",
  "symbols": ["O", "O", "O", "O", "O", "N", "N", "N", "C", "C", "C", "C", "C", "C", "C", "C", "C", "C", "C", "C", "C", "C", "C", "C", "C", "C", "C", "H", "H", "H", "H", "H", "H", "H", "H", "H", "H", "H", "H", "H", "H", "H", "H", "H", "H", "H", "H", "H", "H", "H"],
  "positions_angstrom": [[-2.25920, 2.91862, 0.14135], [-0.02565, -3.33083, -0.58964], [2.53449, 2.37828, 1.15303], [5.70225, 1.74845, -0.59569], [-0.20957, 1.16836, -0.72153], [4.30357, 0.09601, 0.02945], [2.24468, 1.77643, -1.00765], [3.58436, 1.85162, -1.37364], [0.05975, 0.98780, 1.70615], [-4.18509, 0.00498, -1.04664], [-1.59079, -2.99578, 1.26736], [4.59493, 1.26015, -0.62050], [1.56958, -1.87545, -1.47194], [0.30887, 1.80327, 0.43870], [2.71564, -1.43626, 0.99720], [2.64236, -1.01964, -1.36022], [-3.90303, 1.24340, -0.49472], [1.63977, -2.30052, 0.88646], [1.03968, -2.51608, -0.34938], [3.21282, -0.76637, -0.11318], [-3.28624, 3.78322, 0.56248], [-1.54587, 0.84052, -0.76349], [-0.69557, -3.95432, 0.48648], [-3.15767, -0.81251, -1.47314], [-2.59399, 1.68878, -0.35906], [1.81462, 2.00890, 0.25377], [-1.84812, -0.39295, -1.32243], [-2.13946, -3.54791, 2.02545], [1.12794, -2.08001, -2.43483], [-4.72131, 1.87195, -0.18198], [4.98448, -0.14552, 0.73571], [-2.78222, 4.68141, 0.91630], [0.61883, 1.43190, 2.52456], [-1.30841, -4.72420, 0.00911], [-3.95435, 4.04585, -0.26345], [-1.00541, -2.21927, 1.75305], [1.60593, 1.34178, -1.66324], [3.05705, -0.55300, -2.24069], [1.28526, -2.79837, 1.77538], [-2.29695, -2.51628, 0.59397], [3.16733, -1.26976, 1.96394], [-0.99920, 0.97845, 1.95317], [0.40228, -0.03345, 1.55199], [-3.36617, -1.77483, -1.91437], [-5.21326, -0.30827, -1.14470], [-1.02787, -1.01887, -1.63354], [0.02069, -4.45095, 1.15312], [-0.12880, 2.80349, 0.55735], [3.87528, 2.77824, -1.67779], [-3.86822, 3.34957, 1.38188]],
  "atomic_forces_ev_per_a": [[0.3, -0.5, -0.2], [0.2, 0.2, -0.3], [0.0, 0.1, 0.2], [0.1, 0.2, 0.0], [-0.3, 0.2, -0.2], [0.3, -0.1, 0.3], [0.2, 0.0, -0.6], [-0.3, 0.4, -0.2], [0.0, 0.1, -0.3], [0.0, -0.1, 0.0], [0.3, -0.1, -0.3], [0.0, -0.1, 0.1], [-0.1, -0.1, 0.1], [0.2, 0.2, 0.9], [0.2, 0.3, -0.3], [0.0, -0.2, 0.1], [0.0, 0.2, 0.1], [-0.3, -0.4, -0.1], [0.2, 0.1, 0.0], [-0.3, -0.4, 0.0], [-0.2, 0.2, 0.1], [-0.1, -0.1, -0.1], [-0.3, -0.1, 0.4], [-0.1, 0.0, 0.0], [0.2, 0.1, 0.0], [-0.3, 0.1, -0.2], [0.1, 0.3, 0.1], [-0.1, 0.0, 0.1], [-0.1, 0.0, -0.1], [0.0, 0.1, 0.0], [0.0, 0.1, -0.2], [-0.1, 0.0, 0.0], [0.0, 0.0, 0.1], [0.1, 0.0, 0.1], [0.0, 0.0, 0.0], [0.0, 0.1, 0.1], [0.2, 0.1, 0.2], [0.0, 0.0, -0.1], [-0.1, 0.0, 0.1], [-0.1, 0.0, 0.0], [0.0, 0.1, 0.1], [-0.1, 0.0, 0.0], [0.0, -0.1, 0.0], [0.0, -0.1, 0.0], [-0.1, 0.0, 0.0], [0.1, -0.1, 0.0], [0.0, 0.0, -0.1], [0.2, -0.2, -0.1], [-0.1, -0.3, 0.2], [0.0, 0.0, 0.0]],
  "nbo_charge": [-0.5090, -0.5022, -0.6107, -0.6248, -0.5448, -0.6283, -0.4624, -0.4835, -0.6406, -0.2114, -0.6417, 0.7904, -0.2034, 0.0065, -0.2141, -0.2407, -0.2911, -0.2945, 0.2783, 0.1243, -0.2500, 0.3186, -0.0611, -0.2236, 0.2335, 0.6576, -0.2524, 0.2155, 0.2186, 0.2212, 0.4166, 0.2038, 0.2432, 0.1937, 0.1797, 0.2103, 0.4222, 0.2268, 0.2206, 0.2231, 0.2191, 0.2139, 0.2195, 0.2163, 0.2151, 0.2305, 0.1692, 0.2246, 0.3996, 0.1781],
  "total_charge": 0,
  "homo_ev": -8.072,
  "fmax_ev_per_a": 0.9,
  "relative_energy_kcal_mol": 82.4
}